Molecular formula: C5H8O
Method: DFT, ωB97M-V/def2-TZVPD

Properties
orbital gap: 9.01 eV
E: -7357.8248 eV
ΔE to the lowest compared entry with this formula, charge and spin: 427.5 kJ/mol
SMILES string: C1=C2C[C@H]2CO1.[H][H]
HOMO: -8.2 eV

Geometry as XYZ:
```
14
C5H8O | OMol25 | ωB97M-V/def2-TZVPD
C 1.193 0.173 0.389
C 0.418 -0.105 -0.672
C -0.334 -1.305 -1.095
C -0.974 -0.307 -0.146
C -0.782 -0.256 1.353
O 0.526 0.382 1.547
H 2.269 0.290 0.463
H 0.020 -2.260 -0.712
H -0.761 -1.358 -2.095
H -1.764 0.312 -0.573
H -0.741 -1.231 1.854
H -1.523 0.373 1.849
H 1.366 3.035 -1.021
H 1.148 2.330 -1.122
```

Charges obtained by Mulliken population analysis, quoted in units of e: C -0.406; C 0.271; C -0.620; C -0.026; C -0.509; O -0.350; H 0.400; H 0.225; H 0.254; H 0.272; H 0.235; H 0.275; H 0.189; H -0.210

***

Molecular formula: C5H8O
Method: DFT, ωB97M-V/def2-TZVPD

Properties
orbital gap: 9.38 eV
E: -7358.5393 eV
ΔE to the lowest compared entry with this formula, charge and spin: 358.5 kJ/mol
SMILES string: CC=C=CCO
HOMO: -8.8 eV

Geometry as XYZ:
```
14
C5H8O | OMol25 | ωB97M-V/def2-TZVPD
C 0.231 -1.889 -1.309
C -0.566 -0.792 -0.743
C -0.894 -0.356 0.449
C -0.998 0.902 0.806
C 0.300 1.638 1.015
O 1.406 0.804 1.262
H 1.242 -1.464 -1.382
H 0.274 -2.786 -0.698
H -0.123 -2.105 -2.318
H -0.707 0.039 -1.436
H -1.940 1.433 0.741
H 0.535 2.183 0.087
H 0.161 2.377 1.808
H 1.078 0.014 1.717
```

Charges obtained by Mulliken population analysis, quoted in units of e: C -1.097; C 0.238; C -0.619; C -0.138; C -0.296; O -0.500; H 0.237; H 0.331; H 0.328; H 0.262; H 0.393; H 0.250; H 0.285; H 0.326

***

Molecular formula: C5H8O
Method: DFT, ωB97M-V/def2-TZVPD

Properties
orbital gap: 10.19 eV
E: -7360.4152 eV
ΔE to the lowest compared entry with this formula, charge and spin: 177.5 kJ/mol
SMILES string: C=C=O.C=CC
HOMO: -9.2 eV

Geometry as XYZ:
```
14
C5H8O | OMol25 | ωB97M-V/def2-TZVPD
C 1.412 1.701 -0.237
C 0.289 2.055 -0.821
O -0.694 2.389 -1.355
H 1.378 1.036 0.615
H 2.350 2.093 -0.609
C -1.551 -0.125 0.603
C -0.778 -0.876 -0.179
C 0.358 -1.732 0.299
H -1.403 -0.086 1.681
H -2.356 0.478 0.194
H -0.965 -0.880 -1.254
H 0.139 -2.795 0.146
H 1.275 -1.507 -0.258
H 0.553 -1.575 1.365
```

Charges obtained by Mulliken population analysis, quoted in units of e: C -0.952; C 0.786; O -0.362; H 0.281; H 0.260; C -0.739; C 0.016; C -1.050; H 0.241; H 0.310; H 0.293; H 0.342; H 0.285; H 0.288

***

Molecular formula: C5H8O
Method: DFT, ωB97M-V/def2-TZVPD

Properties
orbital gap: 10.69 eV
E: -7359.4201 eV
ΔE to the lowest compared entry with this formula, charge and spin: 273.5 kJ/mol
SMILES string: C1=C[C@H]2O[C@H]2C1.[H][H]
HOMO: -9.5 eV

Geometry as XYZ:
```
14
C5H8O | OMol25 | ωB97M-V/def2-TZVPD
C 0.467 -1.696 0.351
C -0.184 -0.989 1.277
C -0.444 0.396 0.783
O 0.723 1.153 0.428
C 0.055 0.433 -0.597
C 0.729 -0.890 -0.905
H 0.805 -2.720 0.466
H -0.520 -1.353 2.242
H -1.260 1.003 1.171
H -0.435 1.008 -1.378
H 0.336 -1.364 -1.811
H 1.804 -0.725 -1.057
H -0.681 2.853 -0.582
H -1.395 2.891 -0.386
```

Charges obtained by Mulliken population analysis, quoted in units of e: C -0.362; C -0.679; C 0.198; O -0.414; C -0.034; C -0.830; H 0.374; H 0.409; H 0.390; H 0.345; H 0.344; H 0.253; H -0.075; H 0.080

***

Molecular formula: C5H8O
Method: DFT, ωB97M-V/def2-TZVPD

Properties
orbital gap: 10.73 eV
E: -7359.5038 eV
ΔE to the lowest compared entry with this formula, charge and spin: 265.5 kJ/mol
SMILES string: C1=C[C@@H]2O[C@@H]2C1.[H][H]
HOMO: -9.5 eV

Geometry as XYZ:
```
14
C5H8O | OMol25 | ωB97M-V/def2-TZVPD
C 0.337 0.473 1.212
C -0.954 0.477 0.873
C -1.187 -0.466 -0.264
O -0.872 -1.823 0.074
C 0.117 -1.053 -0.594
C 1.162 -0.426 0.314
H 0.769 1.021 2.045
H -1.743 1.031 1.369
H -1.989 -0.330 -0.986
H 0.381 -1.403 -1.590
H 1.720 -1.178 0.884
H 1.889 0.148 -0.276
H 0.070 1.615 -1.846
H 0.231 2.009 -1.236
```

Charges obtained by Mulliken population analysis, quoted in units of e: C -0.375; C -0.622; C 0.033; O -0.442; C -0.188; C -0.713; H 0.370; H 0.414; H 0.448; H 0.428; H 0.305; H 0.338; H 0.033; H -0.032

***

Molecular formula: C5H8O
Method: DFT, ωB97M-V/def2-TZVPD

Properties
orbital gap (spin up / spin down): 7.46 / 7.42 eV
E: -7355.2351 eV
ΔE to the lowest compared entry with this formula, charge and spin: 677.3 kJ/mol
HOMO (spin up / spin down): -7.2 / -7.3 eV

Geometry as XYZ:
```
14
C5H8O | OMol25 | ωB97M-V/def2-TZVPD
O 1.179 0.320 2.182
C 0.934 -0.192 0.963
C -0.576 -0.485 0.855
C -0.546 -0.119 -0.594
C 0.310 1.121 -0.511
C -0.383 -1.079 -1.556
H 2.137 0.442 2.248
H -1.174 0.216 1.460
H -0.878 -1.511 1.086
H -1.137 0.870 -0.961
H 0.858 1.437 -1.399
H -0.059 1.932 0.122
H -0.621 -2.113 -1.333
H -0.042 -0.840 -2.560
```

Charges obtained by Mulliken population analysis, quoted in units of e: O -0.337; C -0.314; C -0.624; C 0.718; C -1.018; C -0.955; H 0.408; H 0.222; H 0.406; H 0.256; H 0.368; H 0.346; H 0.250; H 0.273

***

Molecular formula: C5H8O
Method: DFT, ωB97M-V/def2-TZVPD

Properties
orbital gap: 9.75 eV
E: -7360.6088 eV
ΔE to the lowest compared entry with this formula, charge and spin: 158.9 kJ/mol
SMILES string: O/C=C\C1CC1
HOMO: -8.7 eV

Geometry as XYZ:
```
14
C5H8O | OMol25 | ωB97M-V/def2-TZVPD
O 1.639 1.750 0.006
C 1.937 0.471 0.352
C 1.110 -0.571 0.254
C -0.199 -0.525 -0.464
C -1.499 -0.916 0.173
C -1.287 0.510 -0.246
H 0.684 1.798 -0.148
H 2.962 0.382 0.706
H 1.455 -1.537 0.615
H -0.106 -0.831 -1.506
H -2.189 -1.524 -0.405
H -1.492 -1.125 1.239
H -1.822 0.867 -1.123
H -1.193 1.251 0.547
```

Charges obtained by Mulliken population analysis, quoted in units of e: O -0.530; C -0.187; C -0.455; C 0.099; C -0.601; C -0.768; H 0.356; H 0.346; H 0.301; H 0.301; H 0.253; H 0.268; H 0.220; H 0.394

***

Molecular formula: C5H8O
Method: DFT, ωB97M-V/def2-TZVPD

Properties
orbital gap: 10.25 eV
E: -7357.6357 eV
ΔE to the lowest compared entry with this formula, charge and spin: 445.7 kJ/mol
SMILES string: C[C@]12C=C[C@H]1O2.[H][H]
HOMO: -9.2 eV

Geometry as XYZ:
```
14
C5H8O | OMol25 | ωB97M-V/def2-TZVPD
C -1.999 0.483 0.236
C -0.759 -0.064 -0.386
C 0.436 -0.671 0.351
C 1.297 0.085 -0.344
C 0.195 0.643 -1.223
O -0.622 -0.445 -1.747
H -1.698 1.122 1.075
H -2.660 -0.296 0.627
H -2.542 1.091 -0.490
H 0.519 -1.542 0.989
H 2.370 0.243 -0.326
H 0.108 1.592 -1.736
H 2.399 -1.024 1.716
H 2.956 -1.216 1.260
```

Charges obtained by Mulliken population analysis, quoted in units of e: C -1.166; C 0.961; C -0.648; C -0.381; C -0.377; O -0.474; H 0.293; H 0.298; H 0.337; H 0.415; H 0.295; H 0.425; H -0.072; H 0.097

***

Molecular formula: C5H8O
Method: DFT, ωB97M-V/def2-TZVPD

Properties
orbital gap: 8.52 eV
E: -7357.3924 eV
ΔE to the lowest compared entry with this formula, charge and spin: 469.2 kJ/mol
HOMO: -9.0 eV

Geometry as XYZ:
```
14
C5H8O | OMol25 | ωB97M-V/def2-TZVPD
C 0.605 -0.710 1.361
C -0.048 0.073 0.241
C -1.052 -0.709 -0.605
C 0.569 1.285 -1.787
C 0.739 1.218 -0.376
O -0.362 1.395 0.559
H 1.148 -1.581 0.983
H -0.184 -1.071 2.033
H 1.284 -0.080 1.942
H -1.287 -1.672 -0.141
H -1.973 -0.128 -0.698
H -0.661 -0.914 -1.606
H -0.502 1.509 -1.966
H 1.723 1.386 0.060
```

Charges obtained by Mulliken population analysis, quoted in units of e: C -1.406; C 1.400; C -1.540; C -0.775; C -0.110; O -0.476; H 0.327; H 0.343; H 0.407; H 0.373; H 0.397; H 0.371; H 0.253; H 0.435

***

Molecular formula: C5H8O
Method: DFT, ωB97M-V/def2-TZVPD

Properties
orbital gap: 10.59 eV
E: -7359.9195 eV
ΔE to the lowest compared entry with this formula, charge and spin: 225.4 kJ/mol
SMILES string: C[C@]12CC[C@H]1O2
HOMO: -9.5 eV

Geometry as XYZ:
```
14
C5H8O | OMol25 | ωB97M-V/def2-TZVPD
C -0.091 -0.348 1.874
C 0.056 -0.258 0.389
C -0.362 1.018 -0.333
C 0.024 0.356 -1.675
C 0.134 -0.976 -0.907
O 1.298 -0.757 -0.118
H -1.081 -0.028 2.211
H 0.633 0.399 2.231
H 0.178 -1.308 2.314
H -1.456 1.077 -0.255
H 0.079 1.970 -0.021
H -0.686 0.472 -2.493
H 1.029 0.644 -1.995
H -0.111 -1.982 -1.245
```

Charges obtained by Mulliken population analysis, quoted in units of e: C -1.247; C 0.704; C -0.612; C -0.563; C -0.284; O -0.494; H 0.318; H 0.303; H 0.330; H 0.245; H 0.330; H 0.316; H 0.217; H 0.436